59
Properties=species:S:1:pos:R:3:forces:R:3 method="wB97M-V/def2-TZVPD" homo_ev=-7.2 largest_force_ev_per_a=0.449 total_charge=0 homo_lumo_gap_ha=0.268
Si -2.253 -0.444 -0.830 0.0012 0.1450 0.0157
Si -0.369 -1.474 1.381 0.2087 0.1554 0.1232
Si 0.681 -0.981 -1.398 0.0119 0.1344 -0.0406
N 2.327 1.043 -0.322 0.1605 -0.2761 -0.2507
N 0.551 2.002 2.295 -0.2384 0.0443 0.1392
N -0.412 3.111 -0.134 -0.2373 0.1485 0.2153
C -2.520 0.885 -2.158 -0.0193 0.0973 -0.1097
C -1.018 -3.240 1.368 -0.1036 -0.1556 -0.0675
C 3.576 -0.577 -1.546 -0.0397 0.0276 0.0423
C -0.414 3.911 1.105 0.0819 -0.2329 -0.0907
C 2.361 -0.108 -1.035 0.1557 0.1029 0.0179
C -2.826 -2.037 -1.659 -0.0042 -0.1681 -0.0645
C 1.465 -1.614 1.849 0.1158 -0.0412 -0.0284
C 4.744 0.131 -1.326 -0.0024 0.0486 0.0356
C -0.555 2.977 2.298 0.1375 -0.1513 -0.1822
C -3.531 -0.064 0.505 -0.0629 0.0024 0.1503
C 0.329 -0.383 -3.152 -0.1009 0.0527 -0.0981
C 3.458 1.723 -0.118 -0.1404 -0.0634 0.0073
C -1.207 -0.691 2.904 -0.1501 0.0516 0.0393
C 1.109 -2.805 -1.584 -0.0123 -0.1781 0.0746
C 4.688 1.311 -0.596 0.0562 -0.0636 -0.0393
C -0.558 -0.502 -0.157 0.0366 -0.4069 -0.1856
Li 0.459 1.257 0.336 0.0986 0.3996 0.1012
H 1.404 2.428 2.636 0.0177 -0.0040 -0.0494
H -1.910 1.784 -2.014 -0.0734 -0.0932 -0.0395
H -0.214 3.689 -0.941 0.0568 -0.0422 -0.0006
H -3.866 -1.974 -1.999 0.0705 0.0037 0.0129
H 1.984 -0.651 1.764 -0.0428 -0.0998 0.0719
H -0.551 -3.838 0.579 -0.0510 0.0444 0.0775
H -3.301 0.867 1.039 -0.0370 -0.0927 -0.0457
H 3.371 2.639 0.461 -0.0062 -0.0420 -0.0297
H 0.541 4.438 1.169 0.0071 0.0095 -0.0221
H -0.822 -3.728 2.329 -0.0089 0.0188 -0.0474
H 0.191 -3.366 -1.790 0.0877 0.0378 -0.0039
H -3.581 -0.865 1.252 -0.0182 0.0941 -0.0392
H -0.557 -0.875 -3.569 0.1463 0.0637 0.0156
H -2.742 -2.891 -0.978 -0.0274 0.0754 -0.0825
H 1.802 -2.988 -2.411 -0.0357 0.0099 0.0269
H -3.571 1.191 -2.174 0.0616 -0.0161 -0.0115
H 1.579 -1.974 2.878 -0.0200 0.0060 -0.0774
H -2.119 -1.235 3.169 0.0867 0.0601 -0.0108
H 1.550 -3.221 -0.672 -0.0544 -0.0011 -0.1509
H -2.202 -2.256 -2.534 -0.0879 -0.0083 0.0859
H -0.544 -0.735 3.776 -0.0550 -0.0053 -0.0341
H -2.101 -3.258 1.201 0.0890 -0.0168 0.0378
H -0.625 3.556 3.220 0.0089 0.0504 0.0832
H 0.346 1.212 2.900 0.0127 0.1337 0.0073
H 5.689 -0.228 -1.715 -0.0055 0.0023 0.0035
H -1.334 2.709 -0.288 0.0138 0.0922 0.0103
H -1.491 2.420 2.192 0.0407 0.0097 0.0396
H 1.177 -0.608 -3.806 -0.0383 0.0085 0.0570
H 3.595 -1.502 -2.113 -0.0005 0.0710 0.0453
H 0.154 0.699 -3.178 0.0354 -0.1296 -0.0255
H -1.205 4.664 1.137 -0.0569 0.0452 -0.0137
H 1.994 -2.320 1.195 -0.0438 0.1469 0.1453
H -1.501 0.351 2.742 -0.0310 -0.1647 0.0332
H -2.276 0.496 -3.151 -0.0633 0.0867 0.0986
H 5.576 1.897 -0.398 -0.0198 -0.0092 -0.0059
H -4.528 0.041 0.063 0.0889 -0.0181 0.0331


59
Properties=species:S:1:pos:R:3:forces:R:3 method="wB97M-V/def2-TZVPD" homo_ev="-15.0 / -14.9" largest_force_ev_per_a=1.735 total_charge=+2 homo_lumo_gap_ha="0.252 / 0.255"
Rh -1.121 -0.289 -0.163 -0.9770 -0.3948 -1.3786
Si 1.045 -1.355 -1.902 0.0798 0.2012 0.4137
Si 1.284 1.694 -0.788 0.0356 -0.5980 0.1768
Si 1.419 -0.847 1.204 1.0099 0.3969 -0.4974
N -1.241 -0.624 1.846 0.9267 0.6147 -0.1940
N -1.985 1.644 0.090 0.2412 -0.7006 0.2456
N -3.175 -0.664 -1.024 -0.6100 -0.0709 0.3600
C 0.081 2.272 -2.110 -0.0558 0.2590 -0.1790
C -2.243 -0.429 3.986 -0.0212 -0.0495 0.0586
C 0.537 -0.653 -3.531 -0.1228 0.0082 -0.3306
C -4.025 0.476 -0.606 0.0937 -0.1682 -0.0736
C -0.991 -0.256 4.560 0.0570 0.0279 0.0498
C -0.278 -2.619 -1.395 -0.1193 0.0055 -0.0769
C 2.773 -1.985 -1.986 0.2317 -0.2623 -0.1415
C 1.018 2.672 0.781 -0.1064 0.2729 0.1839
C -3.212 1.741 -0.755 -0.0517 0.0097 0.0025
C -2.336 -0.599 2.620 -0.0293 -0.0409 -0.2733
C 0.913 -0.142 -0.467 -0.3227 0.6260 1.1386
C 1.527 -2.689 1.323 -0.0645 -0.3698 0.0669
C 3.022 1.859 -1.371 0.3139 0.1987 -0.1472
C 2.996 -0.095 1.801 0.1602 -0.0302 0.3092
C 0.140 -0.295 3.756 -0.2134 -0.0989 0.0404
C 0.004 -0.494 2.389 -0.3974 -0.0076 0.2969
H -4.952 0.540 -1.175 -0.0136 0.0584 -0.0660
H -4.294 0.326 0.440 -0.0568 0.0089 -0.0229
H 0.558 -3.185 1.227 0.0624 -0.0157 0.0615
H -1.344 2.407 -0.109 0.0644 0.0249 -0.0373
H 3.341 -0.638 2.687 0.0788 0.1199 -0.0362
H -0.882 -2.926 -2.254 -0.0487 0.0430 0.1061
H 0.389 2.155 1.513 0.0642 0.0527 0.0299
H 3.210 1.330 -2.309 -0.0048 0.0372 0.0518
H -1.015 -2.274 -0.623 -0.0715 -0.2143 0.1349
H -3.110 -0.703 -2.039 -0.0288 0.0162 -0.0217
H 3.462 -1.154 -2.161 -0.0366 -0.0522 -0.0194
H -3.292 -0.737 2.131 0.0180 0.0296 -0.0030
H 1.976 2.881 1.262 -0.0742 -0.0192 0.0194
H 3.228 2.921 -1.545 0.0754 -0.0914 -0.0241
H 3.771 -0.200 1.035 -0.0369 -0.0142 0.0721
H -3.585 -1.547 -0.739 -0.1149 -0.0153 -0.0605
H 2.906 0.962 2.056 0.0460 -0.0599 -0.0197
H 1.912 -2.915 2.323 -0.0453 -0.0488 -0.0519
H -3.815 2.605 -0.480 0.1074 0.1186 0.0859
H -0.898 -0.100 5.628 -0.0186 -0.0037 -0.0313
H 0.566 3.651 0.578 0.0483 -0.0757 0.0294
H 3.732 1.503 -0.620 -0.0262 0.0381 -0.0803
H -0.213 3.315 -1.943 -0.0027 -0.0738 -0.0656
H -0.830 1.670 -2.172 0.0415 0.0267 -0.1173
H -0.493 -0.284 -3.538 0.0338 -0.0014 -0.0746
H 1.188 0.152 -3.879 -0.0284 -0.0645 0.0283
H 0.158 -3.511 -0.942 -0.0356 0.0883 0.0219
H -2.236 1.726 1.073 0.0038 0.0863 0.0401
H 3.093 -2.504 -1.084 0.0521 0.0267 -0.0625
H 0.600 -1.463 -4.265 -0.0511 0.0923 -0.0357
H 2.872 -2.681 -2.826 0.0466 0.0462 0.0515
H -2.894 1.875 -1.789 -0.0142 0.0149 -0.0056
H 2.214 -3.135 0.605 -0.0229 -0.0231 0.0827
H -3.143 -0.434 4.586 0.0199 -0.0086 -0.0256
H 0.543 2.230 -3.098 -0.0460 0.0265 0.0471
H 1.128 -0.181 4.187 -0.0432 -0.0026 -0.0522


66
Properties=species:S:1:pos:R:3:forces:R:3 method="wB97M-V/def2-TZVPD" homo_ev=-4.2 largest_force_ev_per_a=4.789 total_charge=-1 homo_lumo_gap_ha=0.239
P 3.175 -5.575 -3.437 -0.6975 3.4713 -3.1765
P -3.472 5.237 4.486 4.4382 -1.4465 -1.0702
O -1.452 0.797 1.165 -0.1919 -0.4327 -0.6667
O -3.577 6.129 5.793 -1.6569 0.0549 -0.1508
O 2.422 -5.101 -4.777 0.1875 -0.3790 -0.0811
O 2.293 -5.178 -2.337 0.5160 -2.0538 1.2592
O -1.963 0.241 -2.725 -0.6594 -0.2347 0.3177
O 0.177 0.804 -2.656 1.1811 0.3177 -0.1366
O -2.177 4.404 4.942 -0.1098 0.2584 0.3311
O 3.785 -6.907 -4.039 -0.1074 -0.7400 1.4673
O -4.306 4.289 3.743 -2.0832 0.9659 0.9489
O -2.794 6.287 3.469 -0.5528 0.2776 0.3454
O 4.466 -4.613 -3.482 0.1448 -0.6265 0.2813
N -0.702 -0.168 -0.769 -0.2983 -0.0347 0.2503
C -3.630 7.168 2.714 -0.1653 0.0864 -0.2290
C -1.745 0.264 0.106 0.2623 0.2166 0.7853
C 1.212 -2.986 -4.717 0.1818 0.1095 -0.0577
C 3.540 -7.440 -5.349 -0.0962 -0.3793 -0.2387
C 6.127 -5.918 -2.224 -0.0781 -0.0767 -0.0661
C 5.373 -4.610 -2.375 0.1128 0.0869 0.2708
C -0.684 -1.641 -0.831 -0.3737 0.6369 0.0686
C -1.406 6.651 6.786 0.0622 0.1860 -0.2068
C -2.763 6.011 6.969 -0.0018 -0.0113 0.4531
C -0.852 0.356 -2.181 -0.2580 0.0040 -0.5620
C -4.346 8.190 3.578 0.0030 -0.0569 0.1079
C -1.262 2.748 3.394 0.1704 0.3484 0.1964
C -3.209 0.039 -0.220 0.1861 -0.3245 -0.3360
C 1.122 -4.494 -4.762 -0.2918 0.3099 -0.0653
C 4.352 -6.733 -6.410 0.2274 0.1635 0.0568
C -2.017 2.999 4.679 0.2149 -0.3397 -0.1812
H -2.974 7.674 2.006 0.0948 -0.0833 0.0303
H -3.575 0.904 -0.774 -0.0397 -0.0380 0.0697
H -5.065 7.713 4.246 -0.0122 0.0132 -0.0256
H -3.635 8.739 4.196 0.0121 0.0235 -0.0238
H 0.249 -1.968 -1.289 -0.0512 -0.0092 0.0155
H 0.523 -4.885 -3.941 0.1868 0.0096 0.1542
H -3.317 -0.815 -0.887 -0.0845 0.1079 -0.0222
H 6.627 -6.185 -3.155 0.0297 0.0209 0.0028
H -4.349 6.580 2.139 0.0299 -0.0423 0.0220
H 1.857 -2.641 -3.910 -0.1119 -0.0928 0.1378
H 4.041 -7.074 -7.399 0.0119 -0.0445 0.0104
H -1.502 7.734 6.698 -0.0178 -0.0016 0.0621
H -2.982 2.496 4.682 -0.1098 0.1879 -0.1239
H 5.415 -6.948 -6.284 -0.0151 -0.0604 -0.0177
H 6.874 -5.830 -1.434 -0.0060 0.0407 0.0021
H 2.475 -7.439 -5.573 -0.0340 0.2602 0.0722
H -2.693 4.974 7.287 0.0699 -0.0904 -0.2467
H -4.888 8.898 2.949 0.0195 -0.0141 -0.0336
H 0.633 -4.807 -5.687 0.1189 -0.0766 -0.0274
H 5.455 -6.737 -1.962 0.0168 0.0122 0.0259
H -1.546 -1.969 -1.429 0.1634 -0.4231 0.0599
H 3.846 -8.487 -5.300 0.0192 0.0251 0.1825
H -0.907 6.295 5.888 -0.0288 -0.1713 0.0308
H -1.257 1.692 3.145 -0.0212 -0.0088 -0.0318
H 4.232 -5.654 -6.362 -0.1754 -0.0024 0.0083
H -0.228 3.088 3.493 -0.0017 -0.0142 0.0188
H 4.826 -4.372 -1.460 -0.0445 0.0079 -0.0385
H -0.774 6.425 7.647 -0.0301 0.0215 0.0288
H 0.226 -2.543 -4.578 0.0085 0.0208 0.0019
H -1.698 3.291 2.558 -0.1686 -0.1262 -0.0033
H 6.074 -3.797 -2.562 -0.0775 0.0424 -0.0989
H -3.779 -0.117 0.696 0.0963 0.2020 0.0465
H -0.755 -2.024 0.191 0.0864 -0.1987 -0.1243
H -3.307 6.541 7.754 -0.1387 0.0128 -0.1203
H 1.638 -2.602 -5.646 -0.0486 -0.0058 -0.0228
H -1.448 2.602 5.523 -0.0133 0.1372 0.0627